Record 1
{"formula": "C42H46N5O7S2SiTm", "method": "ωB97M-V/def2-TZVPD", "elements": ["Tm", "C", "C", "C", "C", "N", "C", "N", "C", "N", "C", "N", "C", "C", "C", "C", "C", "N", "C", "C", "C", "C", "C", "C", "H", "H", "H", "H", "H", "H", "H", "H", "H", "H", "H", "H", "O", "C", "O", "C", "O", "C", "C", "O", "O", "H", "H", "H", "H", "H", "O", "S", "C", "C", "C", "C", "S", "O", "C", "C", "C", "C", "C", "C", "C", "C", "C", "C", "C", "C", "H", "H", "H", "H", "H", "H", "H", "H", "H", "H", "H", "H", "H", "H", "H", "H", "H", "H", "C", "Si", "C", "C", "C", "H", "H", "H", "H", "H", "H", "H", "H", "H", "H", "H"], "positions_angstrom": [[0.318, 0.744, -0.831], [2.985, 4.164, -2.997], [3.395, 3.626, -4.216], [3.271, 2.274, -4.403], [2.713, 1.463, -3.389], [2.268, 1.998, -2.233], [2.443, 3.306, -2.062], [2.829, 0.136, -3.589], [2.143, -0.856, -3.133], [0.940, -0.872, -2.493], [0.562, -2.170, -2.341], [-0.550, -2.675, -1.897], [-1.679, -1.963, -1.648], [-2.842, -2.732, -1.425], [-4.066, -2.114, -1.343], [-4.121, -0.733, -1.500], [-2.932, -0.041, -1.650], [-1.733, -0.616, -1.684], [1.606, -3.070, -2.866], [1.705, -4.443, -2.963], [2.836, -4.968, -3.576], [3.820, -4.136, -4.093], [3.710, -2.753, -4.015], [2.594, -2.235, -3.391], [3.104, 5.215, -2.782], [3.823, 4.258, -4.983], [3.609, 1.793, -5.306], [2.146, 3.679, -1.091], [-2.732, -3.803, -1.358], [-4.969, -2.691, -1.190], [-5.062, -0.207, -1.507], [-2.946, 1.034, -1.779], [0.921, -5.079, -2.586], [2.952, -6.041, -3.657], [4.684, -4.572, -4.576], [4.463, -2.101, -4.428], [1.750, 3.706, 2.598], [0.927, 3.218, 1.678], [0.738, 2.028, 1.514], [0.291, 4.259, 0.780], [-0.261, 3.519, -0.276], [-0.780, 4.276, -1.358], [-1.371, 3.182, -2.353], [-2.393, 3.460, -2.956], [-0.696, 2.127, -2.368], [2.251, 2.975, 3.010], [1.060, 4.975, 0.444], [-0.474, 4.834, 1.327], [0.021, 4.834, -1.864], [-1.554, 4.979, -1.021], [-1.704, 1.207, 0.503], [-2.407, 2.042, 1.501], [-2.540, 0.952, 3.011], [-2.552, -0.526, 2.661], [-1.770, -1.389, 3.658], [-0.269, -1.192, 3.564], [0.542, -1.733, 1.972], [-0.201, -1.096, 0.859], [-0.107, -3.423, 2.099], [-1.209, -3.798, 1.356], [-1.703, -5.087, 1.468], [-1.092, -5.988, 2.326], [0.018, -5.605, 3.065], [0.521, -4.321, 2.947], [-4.144, 2.076, 0.926], [-5.155, 1.185, 1.247], [-6.398, 1.315, 0.648], [-6.635, 2.329, -0.265], [-5.628, 3.229, -0.572], [-4.385, 3.103, 0.023], [-3.401, 1.282, 3.590], [-1.634, 1.204, 3.562], [-2.106, -0.642, 1.670], [-3.574, -0.901, 2.615], [-2.011, -2.439, 3.477], [-2.088, -1.156, 4.680], [0.253, -1.750, 4.339], [-0.001, -0.143, 3.654], [-1.659, -3.079, 0.692], [-2.564, -5.380, 0.886], [-1.471, -6.996, 2.408], [0.496, -6.309, 3.730], [1.393, -4.017, 3.506], [-4.995, 0.386, 1.951], [-7.180, 0.610, 0.890], [-7.603, 2.412, -0.739], [-5.804, 4.020, -1.282], [-3.593, 3.792, -0.226], [5.297, -0.329, 1.855], [3.661, 0.638, 1.526], [2.863, 0.590, 3.290], [4.293, 2.417, 1.148], [2.576, -0.010, 0.160], [5.889, 0.099, 2.660], [5.922, -0.342, 0.968], [5.096, -1.363, 2.118], [3.460, 1.109, 4.035], [2.784, -0.442, 3.613], [1.858, 0.992, 3.313], [4.843, 2.855, 1.977], [3.506, 3.109, 0.867], [4.972, 2.372, 0.301], [2.420, -1.086, 0.341], [3.201, 0.032, -0.746]], "lowdin_charge": [1.48, -0.07, -0.07, 0.00, -0.32, 0.08, -0.15, 0.18, -0.30, 0.05, -0.29, 0.16, -0.35, -0.03, -0.06, -0.06, -0.13, 0.07, -0.09, -0.01, -0.08, -0.08, -0.01, -0.09, 0.10, 0.11, 0.11, 0.09, 0.10, 0.11, 0.09, 0.10, 0.11, 0.10, 0.10, 0.11, 0.14, -0.48, 0.00, -0.11, -0.24, -0.08, -0.65, 0.04, -0.14, 0.11, 0.15, 0.15, 0.12, 0.12, -0.60, 1.05, -0.27, -0.23, -0.21, -0.28, 1.03, -0.59, -0.36, -0.07, -0.06, -0.08, -0.07, -0.08, -0.33, -0.07, -0.08, -0.07, -0.05, -0.08, 0.10, 0.08, 0.08, 0.11, 0.11, 0.12, 0.10, 0.06, 0.08, 0.11, 0.10, 0.11, 0.11, 0.09, 0.11, 0.11, 0.11, 0.10, -0.20, 0.46, -0.20, -0.18, -0.39, 0.02, 0.02, 0.01, 0.03, 0.01, -0.02, 0.03, -0.01, 0.03, -0.06, -0.03], "orbital_gap_ev": [7.025, 7.010], "multiplicity": 3}

Record 2
{"formula": "C42H47BF6N2O3S", "method": "ωB97M-V/def2-TZVPD", "elements": ["C", "C", "C", "C", "C", "B", "C", "C", "C", "C", "F", "F", "F", "C", "C", "C", "F", "F", "F", "C", "O", "C", "C", "C", "C", "C", "O", "S", "H", "H", "H", "H", "H", "H", "H", "H", "H", "H", "H", "H", "H", "H", "H", "H", "H", "H", "C", "N", "C", "O", "C", "C", "C", "C", "C", "C", "C", "C", "N", "C", "C", "C", "C", "C", "C", "C", "C", "C", "C", "C", "C", "C", "C", "H", "H", "H", "H", "H", "H", "H", "H", "H", "H", "H", "H", "H", "H", "H", "H", "H", "H", "H", "H", "H", "H", "H", "H", "H", "H", "H", "H", "H"], "positions_angstrom": [[-4.677, 2.706, 3.354], [-3.597, 1.752, 3.036], [-3.301, 0.551, 3.677], [-1.935, 0.192, 3.565], [-1.215, 1.036, 2.691], [-1.645, -3.033, -0.245], [0.107, 1.536, 2.749], [0.545, 2.657, 2.073], [1.895, 2.771, 1.765], [2.377, 3.677, 0.664], [3.667, 3.385, 0.304], [1.612, 3.518, -0.467], [2.334, 5.002, 0.987], [2.816, 1.984, 2.476], [2.421, 0.927, 3.230], [3.431, 0.282, 4.116], [4.537, 1.039, 4.338], [2.898, -0.014, 5.344], [3.915, -0.932, 3.624], [0.997, 0.484, 3.318], [-2.170, -3.165, 0.952], [-3.532, -2.507, 1.225], [-4.331, -2.340, -0.087], [-4.863, -3.698, -0.542], [-5.525, -1.433, 0.182], [-3.450, -1.708, -1.193], [-2.110, -2.451, -1.323], [-2.363, 2.081, 1.879], [-4.859, 2.718, 4.442], [-4.398, 3.720, 3.022], [-5.603, 2.407, 2.848], [-4.037, 0.005, 4.273], [-1.457, -0.614, 4.122], [-0.164, 3.423, 1.747], [3.874, 2.216, 2.385], [0.730, 0.253, 4.359], [-3.999, -3.180, 1.948], [-3.300, -1.543, 1.694], [-5.434, -3.570, -1.472], [-4.058, -4.426, -0.719], [-5.529, -4.092, 0.240], [-6.098, -1.283, -0.742], [-6.163, -1.889, 0.948], [-5.216, -0.449, 0.551], [-3.862, -1.809, -2.199], [-3.193, -0.662, -0.975], [3.937, -6.397, 2.943], [2.569, -5.945, 2.781], [1.579, -6.482, 3.583], [1.606, -7.604, 4.074], [0.497, -5.426, 3.757], [0.440, -4.944, 5.214], [1.832, -4.654, 5.719], [2.580, -5.665, 6.333], [3.912, -5.450, 6.681], [4.508, -4.211, 6.419], [3.741, -3.180, 5.876], [2.390, -3.381, 5.594], [0.938, -4.385, 2.830], [0.408, -3.122, 2.863], [1.158, -1.994, 2.853], [0.604, -0.692, 2.384], [1.166, -0.423, 0.979], [0.293, -0.216, -0.078], [0.786, -0.153, -1.378], [2.155, -0.209, -1.618], [3.042, -0.344, -0.548], [2.538, -0.471, 0.748], [2.190, -4.697, 2.130], [2.051, -4.849, 0.563], [1.055, -5.964, 0.255], [3.441, -5.171, 0.026], [1.555, -3.554, -0.045], [4.355, -6.061, 3.908], [3.949, -7.495, 2.914], [4.550, -5.995, 2.135], [-0.464, -5.839, 3.408], [-0.216, -4.070, 5.300], [0.005, -5.771, 5.788], [2.110, -6.634, 6.514], [4.486, -6.256, 7.142], [5.565, -4.048, 6.634], [4.198, -2.214, 5.664], [1.759, -2.549, 5.274], [-0.683, -3.069, 2.942], [2.198, -2.034, 3.167], [-0.460, -0.919, 2.251], [-0.782, -0.100, 0.138], [0.070, -0.052, -2.190], [2.545, -0.125, -2.633], [4.119, -0.345, -0.701], [3.230, -0.617, 1.582], [2.958, -3.933, 2.352], [0.030, -5.670, 0.508], [1.084, -6.183, -0.821], [1.314, -6.881, 0.796], [4.183, -4.439, 0.374], [3.753, -6.177, 0.327], [3.444, -5.141, -1.072], [2.180, -2.716, 0.270], [1.596, -3.588, -1.146], [0.499, -3.322, 0.217]], "lowdin_charge": [-0.12, -0.62, -0.17, -0.15, -0.50, -0.28, -0.24, 0.00, -0.15, -0.53, 0.09, 0.09, 0.10, 0.01, -0.13, -0.50, 0.12, 0.10, 0.04, -0.16, 0.14, 0.03, -0.52, -0.02, -0.02, 0.03, 0.16, 1.06, 0.09, 0.07, 0.07, 0.11, 0.11, 0.10, 0.14, 0.15, 0.15, 0.13, 0.10, 0.10, 0.10, 0.10, 0.10, 0.10, 0.15, 0.15, -0.01, -0.03, -0.41, 0.07, -0.17, -0.07, -0.22, -0.05, -0.09, -0.09, -0.07, -0.03, -0.03, -0.13, -0.04, -0.23, -0.17, -0.04, -0.08, -0.09, -0.06, -0.05, -0.19, -0.51, -0.03, -0.04, -0.02, 0.09, 0.10, 0.07, 0.16, 0.12, 0.13, 0.12, 0.10, 0.10, 0.09, 0.10, 0.12, 0.10, 0.10, 0.11, 0.10, 0.10, 0.11, 0.11, 0.16, 0.08, 0.09, 0.09, 0.10, 0.08, 0.09, 0.08, 0.11, 0.07], "relative_energy_kj_mol": 214.2, "orbital_gap_ev": 1.564, "multiplicity": 1}

Record 3
{"formula": "C42H47N2OReSSi", "method": "ωB97M-V/def2-TZVPD", "elements": ["Re", "C", "C", "C", "C", "C", "C", "C", "C", "S", "C", "N", "C", "C", "C", "C", "C", "C", "C", "C", "H", "H", "H", "H", "H", "H", "H", "H", "H", "H", "H", "H", "H", "H", "H", "H", "C", "N", "C", "C", "C", "C", "C", "C", "C", "C", "H", "H", "H", "H", "H", "H", "H", "H", "H", "H", "H", "H", "C", "C", "C", "C", "Si", "O", "C", "C", "C", "C", "C", "C", "C", "C", "C", "C", "C", "C", "H", "H", "H", "H", "H", "H", "H", "H", "H", "H", "H", "H", "H", "H", "H", "H", "H", "H", "H"], "positions_angstrom": [[-0.618, 1.124, 1.286], [3.245, 2.508, -4.140], [2.760, 1.152, -3.605], [1.263, 1.015, -3.890], [3.488, 0.020, -4.342], [3.060, 1.083, -2.111], [4.400, 1.033, -1.667], [4.740, 0.959, -0.334], [3.707, 0.942, 0.600], [3.782, 0.817, 2.335], [2.074, 0.901, 2.405], [1.477, 1.009, 1.239], [2.384, 1.027, 0.185], [2.056, 1.098, -1.165], [1.223, 0.942, 3.580], [1.676, 0.853, 4.889], [0.764, 0.976, 5.925], [-0.581, 1.197, 5.650], [-1.028, 1.279, 4.337], [-0.139, 1.146, 3.275], [3.009, 2.596, -5.202], [4.325, 2.616, -4.027], [2.764, 3.333, -3.611], [1.102, 0.995, -4.968], [0.693, 1.858, -3.491], [0.863, 0.087, -3.473], [3.314, 0.114, -5.415], [3.119, -0.954, -4.017], [4.566, 0.048, -4.181], [5.200, 1.051, -2.396], [5.776, 0.908, -0.026], [1.012, 1.140, -1.447], [2.727, 0.694, 5.101], [1.102, 0.910, 6.951], [-1.284, 1.305, 6.465], [-2.079, 1.459, 4.150], [-2.986, 1.354, -0.385], [-2.780, 1.488, 1.083], [-3.680, 0.553, 1.787], [-3.102, 2.883, 1.468], [-1.944, 3.775, 1.133], [-2.104, 5.137, 0.936], [-0.985, 5.938, 0.748], [0.290, 5.383, 0.760], [0.444, 4.020, 0.940], [-0.668, 3.176, 1.126], [-4.009, 1.636, -0.651], [-2.822, 0.325, -0.686], [-2.299, 2.017, -0.914], [-4.719, 0.741, 1.500], [-3.573, 0.687, 2.860], [-3.408, -0.463, 1.528], [-3.263, 2.900, 2.549], [-4.032, 3.202, 0.989], [-3.094, 5.577, 0.937], [-1.110, 7.003, 0.597], [1.158, 6.016, 0.622], [1.443, 3.599, 0.935], [-0.107, -3.683, 2.352], [-1.210, -3.608, 1.287], [-1.218, -4.892, 0.452], [-2.553, -3.460, 2.023], [-0.884, -2.160, 0.106], [-0.946, -0.713, 0.947], [0.865, -2.396, -0.547], [1.216, -2.991, -1.765], [2.543, -3.190, -2.121], [3.559, -2.827, -1.251], [3.240, -2.267, -0.024], [1.913, -2.044, 0.312], [-2.185, -2.080, -1.260], [-3.552, -2.078, -0.948], [-4.527, -1.960, -1.926], [-4.164, -1.833, -3.260], [-2.821, -1.817, -3.599], [-1.851, -1.934, -2.611], [-0.332, -4.496, 3.050], [-0.045, -2.760, 2.937], [0.871, -3.886, 1.919], [-1.365, -5.758, 1.104], [-0.272, -5.037, -0.076], [-2.025, -4.891, -0.284], [-2.630, -4.220, 2.806], [-3.403, -3.607, 1.358], [-2.645, -2.484, 2.512], [0.452, -3.349, -2.441], [2.781, -3.645, -3.074], [4.594, -2.998, -1.519], [4.025, -2.010, 0.675], [1.685, -1.608, 1.278], [-3.875, -2.192, 0.077], [-5.574, -1.966, -1.648], [-4.923, -1.751, -4.026], [-2.523, -1.715, -4.635], [-0.814, -1.887, -2.910]], "lowdin_charge": [1.57, -0.03, -0.55, -0.06, -0.03, -0.15, -0.01, -0.06, -0.46, 1.17, -0.53, -0.09, -0.31, 0.04, -0.23, -0.02, -0.05, -0.05, -0.07, -0.21, 0.09, 0.08, 0.09, 0.09, 0.09, 0.08, 0.09, 0.08, 0.08, 0.12, 0.12, 0.10, 0.11, 0.12, 0.11, 0.08, -0.05, -0.38, -0.05, -0.15, -0.24, -0.03, -0.05, -0.07, -0.08, -0.25, 0.11, 0.06, 0.10, 0.11, 0.08, 0.06, 0.13, 0.14, 0.12, 0.11, 0.11, 0.09, -0.09, -0.60, -0.08, -0.09, 0.58, -0.43, -0.21, -0.09, -0.08, -0.07, -0.07, -0.12, -0.22, -0.12, -0.07, -0.07, -0.07, -0.09, 0.09, 0.08, 0.07, 0.09, 0.08, 0.08, 0.09, 0.07, 0.07, 0.09, 0.11, 0.11, 0.10, 0.09, 0.08, 0.11, 0.11, 0.11, 0.07], "relative_energy_kj_mol": 0.0, "orbital_gap_ev": [6.446, 7.092], "multiplicity": 2, "total_charge": 1}